<1>
DFT (ωB97M-V/def2-TZVPD) results for an isolated molecule of C4H8O3S.

Summary:
2S+1 = 1
HOMO-LUMO gap = 10.8 eV
HOMO level = -10.0 eV
SMILES = C=CS(=O)(=O)[C@@H](C)O

Atoms and positions in Å:
1 C -0.88 -2.05 -1.32
2 C -1.48 -1.58 -0.29
3 S -0.47 -0.22 0.84
4 O 0.37 -0.89 1.83
5 O -1.45 0.67 1.30
6 C 0.75 0.68 -0.26
7 C 0.59 2.11 0.31
8 O 1.99 0.01 0.07
9 H -1.26 -2.62 -2.01
10 H 0.28 -1.97 -1.46
11 H -2.44 -1.56 0.03
12 H 0.44 0.42 -1.30
13 H 0.77 2.11 1.40
14 H -0.51 2.41 0.04
15 H 1.29 2.81 -0.19
16 H 2.02 -0.32 1.04

***

<2>
DFT (ωB97M-V/def2-TZVPD) results for a structure of composition C4H8O3S.

Summary:
2S+1 = 1
HOMO-LUMO gap = 9.4 eV
HOMO level = -9.5 eV

Atoms and positions in Å:
1 C -1.23 0.01 1.25
2 C -1.12 -1.46 0.92
3 C 0.06 -0.56 0.77
4 C 0.81 2.02 -1.51
5 O -0.59 -0.69 -1.83
6 O 1.79 -0.92 -1.15
7 O 1.19 -0.59 1.53
8 S 0.51 -0.26 -1.00
9 H -1.78 0.64 0.57
10 H -1.29 0.30 2.28
11 H -1.12 -2.17 1.73
12 H -1.59 -1.81 0.02
13 H 1.88 2.10 -1.53
14 H 0.32 2.08 -2.46
15 H 0.32 2.51 -0.69
16 H 1.84 -1.17 1.09

***

We find <2> to be the most stable, with the next structure 6.3 kcal/mol higher.

***

<1>
DFT (ωB97M-V/def2-TZVPD) results for an isolated molecule of CH4ClNOP2.

Summary:
2S+1 = 1
HOMO-LUMO gap (spin up / spin down) = 7.8 / 7.4 eV
HOMO level (spin up / spin down) = -8.0 / -8.3 eV
SMILES = C[N+]([O-])=[PH]=PCl

Atoms and positions in Å:
1 C -1.42 0.17 -0.50
2 N -0.18 0.10 0.32
3 O 0.15 1.07 1.09
4 P 0.59 -1.42 0.49
5 P 1.81 -0.45 -0.96
6 Cl 2.68 0.93 0.16
7 H -1.29 -0.26 -1.49
8 H -1.66 1.23 -0.47
9 H -2.24 -0.34 -0.04
10 H 1.56 -1.05 1.41

***

<2>
DFT (ωB97M-V/def2-TZVPD) results for an isolated molecule of CH4ClNOP2.

Summary:
2S+1 = 1
HOMO-LUMO gap (spin up / spin down) = 7.8 / 7.8 eV
HOMO level (spin up / spin down) = -9.1 / -9.1 eV
SMILES = CP1#[PH][N@+]1([O-])Cl

Atoms and positions in Å:
1 C 1.47 -0.68 0.05
2 P 0.24 0.36 -1.07
3 P -0.36 1.53 0.69
4 N -1.31 0.09 -0.32
5 O -2.33 0.29 -0.97
6 Cl -1.59 -1.53 0.81
7 H 1.41 -0.15 0.96
8 H 2.37 -0.70 -0.50
9 H 1.25 -1.82 0.08
10 H -1.15 2.61 0.28

***

We find <1> to be the most stable, with the next structure 35.3 kcal/mol higher.

***

<1>
DFT (ωB97M-V/def2-TZVPD) results for an isolated molecule of C5H14N2.

Summary:
2S+1 = 1
HOMO-LUMO gap = 9.6 eV
HOMO level = -8.5 eV
SMILES = NCCCCCN

Atoms and positions in Å:
1 N -2.25 0.63 1.82
2 C -1.34 -0.39 1.30
3 C 0.12 0.11 1.18
4 C 0.30 1.14 0.05
5 C 0.18 0.56 -1.38
6 C 0.90 -0.75 -1.65
7 N 2.19 -0.97 -0.97
8 H -2.07 0.97 2.75
9 H -3.13 0.82 1.39
10 H -1.54 -0.63 0.25
11 H -1.54 -1.29 1.88
12 H 0.67 -0.81 1.03
13 H 0.34 0.71 2.07
14 H -0.34 2.00 0.23
15 H 1.32 1.52 0.11
16 H -0.85 0.47 -1.72
17 H 0.66 1.31 -2.03
18 H 0.27 -1.62 -1.45
19 H 1.01 -0.87 -2.74
20 H 2.99 -1.06 -1.60
21 H 2.11 -1.87 -0.51

***

<2>
DFT (ωB97M-V/def2-TZVPD) results for a cluster of 2 separate species, C5H14N2 in total.

Summary:
2S+1 = 1
HOMO-LUMO gap = 9.9 eV
HOMO level = -8.9 eV
SMILES = [H]/N=C/NC.CCC

Atoms and positions in Å:
1 H 0.32 -1.10 -3.18
2 N 0.54 -1.38 -2.23
3 C -0.55 -1.51 -1.57
4 N -0.56 -1.94 -0.28
5 C -1.78 -2.31 0.39
6 H -1.53 -1.25 -1.95
7 H 0.31 -2.34 0.03
8 H -1.67 -3.26 0.92
9 H -2.11 -1.58 1.13
10 H -2.59 -2.46 -0.32
11 C -0.10 1.13 1.21
12 C 0.72 1.67 0.04
13 C 1.95 2.42 0.52
14 H 0.50 0.41 1.77
15 H -1.00 0.61 0.88
16 H -0.38 1.94 1.88
17 H 0.10 2.30 -0.60
18 H 1.00 0.84 -0.61
19 H 2.55 2.83 -0.29
20 H 1.69 3.23 1.19
21 H 2.61 1.73 1.06

***

<3>
DFT (ωB97M-V/def2-TZVPD) results for an isolated molecule of C5H14N2.

Summary:
2S+1 = 1
HOMO-LUMO gap = 10.0 eV
HOMO level = -8.9 eV
SMILES = CCC[C@@H](N)CN

Atoms and positions in Å:
1 C -0.64 -0.23 -2.34
2 C 0.24 -1.24 -1.64
3 C 0.83 -0.69 -0.33
4 C -0.05 -0.19 0.88
5 N 0.55 -0.66 2.18
6 C -0.07 1.34 0.83
7 N -0.88 1.92 1.95
8 H -1.64 -0.11 -1.91
9 H -0.16 0.77 -2.39
10 H -0.67 -0.36 -3.43
11 H -0.28 -2.13 -1.24
12 H 1.11 -1.42 -2.27
13 H 1.65 0.02 -0.56
14 H 1.33 -1.60 0.09
15 H -1.04 -0.65 0.86
16 H 1.37 -0.07 2.25
17 H 0.68 -1.66 2.14
18 H 0.95 1.69 1.02
19 H -0.50 1.62 -0.13
20 H -1.59 2.49 1.51
21 H -1.20 1.14 2.52

***

<4>
DFT (ωB97M-V/def2-TZVPD) results for an isolated molecule of C5H14N2.

Summary:
2S+1 = 1
HOMO-LUMO gap = 9.1 eV
HOMO level = -8.0 eV
SMILES = CC[C@H](CN)NC

Atoms and positions in Å:
1 C 1.81 1.13 1.59
2 C 0.84 -0.03 1.28
3 C 0.01 0.24 0.01
4 C -1.33 -0.52 0.08
5 N -2.50 0.21 0.51
6 N 0.78 -0.19 -1.15
7 C 0.45 -0.96 -2.34
8 H 1.28 1.99 1.99
9 H 2.22 1.52 0.65
10 H 2.51 0.84 2.37
11 H 1.50 -0.87 1.09
12 H 0.18 -0.26 2.12
13 H -0.14 1.32 -0.13
14 H -1.50 -0.97 -0.90
15 H -1.18 -1.37 0.74
16 H -2.30 0.70 1.38
17 H -2.73 0.93 -0.16
18 H 1.75 0.09 -1.18
19 H -0.46 -0.58 -2.82
20 H 0.38 -2.02 -2.11
21 H 1.28 -0.79 -3.02

***

We find <2> to be the most stable, with the next structure 10.7 kcal/mol higher.

***

<1>
DFT (ωB97M-V/def2-TZVPD) results for an isolated molecule of C5H14N2.

Summary:
2S+1 = 1
HOMO-LUMO gap = 9.7 eV
HOMO level = -8.5 eV
SMILES = CCN(C)CCN

Atoms and positions in Å:
1 C 0.01 0.43 2.46
2 C -0.07 1.33 1.23
3 N 0.27 0.61 0.01
4 C 0.48 1.57 -1.05
5 C -0.78 -0.30 -0.40
6 C -0.31 -1.28 -1.46
7 N 0.44 -2.39 -0.81
8 H -0.81 -0.28 2.42
9 H 0.04 0.99 3.40
10 H 0.94 -0.12 2.44
11 H -1.07 1.77 1.18
12 H 0.67 2.12 1.29
13 H -0.44 2.16 -1.28
14 H 1.20 2.32 -0.76
15 H 0.77 1.07 -1.97
16 H -1.63 0.29 -0.79
17 H -1.12 -0.88 0.43
18 H 0.27 -0.82 -2.26
19 H -1.15 -1.71 -1.98
20 H 1.34 -2.52 -1.25
21 H -0.03 -3.26 -1.09

***

<2>
DFT (ωB97M-V/def2-TZVPD) results for an isolated molecule of C5H14N2.

Summary:
2S+1 = 1
HOMO-LUMO gap = 9.9 eV
HOMO level = -8.8 eV
SMILES = CC[C@H](C)NCN

Atoms and positions in Å:
1 C 1.85 0.75 -0.17
2 C 0.69 0.92 0.80
3 C -0.74 0.53 0.28
4 C -1.73 1.17 1.32
5 N -0.76 -0.95 0.35
6 C 0.09 -1.78 -0.61
7 N 0.05 -1.24 -1.91
8 H 2.75 0.83 0.40
9 H 1.86 -0.27 -0.63
10 H 1.79 1.57 -0.97
11 H 0.93 0.30 1.63
12 H 0.82 1.97 1.08
13 H -1.00 0.79 -0.78
14 H -1.52 0.75 2.34
15 H -1.55 2.35 1.27
16 H -2.79 0.98 1.06
17 H -1.71 -1.38 0.02
18 H 1.07 -1.54 -0.17
19 H -0.43 -2.65 -0.38
20 H -0.56 -1.55 -2.50
21 H 0.87 -1.55 -2.43

***

<3>
DFT (ωB97M-V/def2-TZVPD) results for a cluster of 3 separate species, C5H14N2 in total.

Summary:
2S+1 = 1
HOMO-LUMO gap (spin up / spin down) = 7.7 / 7.7 eV
HOMO level (spin up / spin down) = -6.7 / -6.7 eV

Atoms and positions in Å:
1 C 0.29 -0.13 -0.48
2 C -1.30 1.16 0.82
3 C 2.21 -0.47 -1.38
4 C -0.15 -1.52 -0.10
5 C -2.48 0.97 -0.09
6 N 0.80 0.77 0.39
7 N 1.38 0.34 1.51
8 H -0.12 0.31 -1.37
9 H 1.41 -0.65 1.73
10 H 2.15 0.91 1.83
11 H -1.05 2.20 0.99
12 H -1.36 0.62 1.76
13 H -0.52 -2.04 -0.99
14 H 1.92 -1.05 -2.25
15 H 2.64 0.49 -1.63
16 H 2.82 -1.04 -0.68
17 H -0.94 -1.53 0.65
18 H 0.69 -2.11 0.28
19 H -2.76 -0.08 -0.18
20 H -2.29 1.35 -1.10
21 H -3.37 1.50 0.28

***

<4>
DFT (ωB97M-V/def2-TZVPD) results for an isolated molecule of C5H14N2.

Summary:
2S+1 = 1
HOMO-LUMO gap = 9.9 eV
HOMO level = -8.8 eV
SMILES = CCN(C)CCN

Atoms and positions in Å:
1 C 2.41 0.23 0.81
2 C 1.08 -0.17 1.55
3 N -0.05 0.27 0.66
4 C -1.43 0.10 1.35
5 C -0.34 -0.74 -0.57
6 C -1.24 -0.14 -1.64
7 N -0.50 0.85 -2.42
8 H 2.62 -0.37 -0.13
9 H 3.30 -0.01 1.33
10 H 2.22 1.17 0.33
11 H 1.07 -1.32 1.76
12 H 0.97 0.26 2.55
13 H -1.62 -0.97 1.51
14 H -1.50 0.83 2.19
15 H -2.12 0.59 0.75
16 H -0.59 -1.72 -0.25
17 H 0.72 -0.79 -0.99
18 H -2.05 0.46 -1.16
19 H -1.69 -1.00 -2.22
20 H -0.84 1.82 -2.07
21 H -0.41 0.66 -3.34

***

We find <1> to be the most stable, with the next structure 35.1 kcal/mol higher.

***

<1>
DFT (ωB97M-V/def2-TZVPD) results for an isolated molecule of C5H14N2.

Summary:
2S+1 = 1
HOMO-LUMO gap = 9.4 eV
HOMO level = -8.4 eV
SMILES = C[C@H](N)CN(C)C

Atoms and positions in Å:
1 C 0.61 -0.34 -1.89
2 C 1.17 -0.60 -0.50
3 N 1.85 -1.92 -0.36
4 C 0.13 -0.51 0.59
5 N -0.74 0.67 0.43
6 C -0.19 1.84 1.08
7 C -2.13 0.49 0.80
8 H -0.31 -0.90 -2.09
9 H 0.28 0.69 -1.98
10 H 1.29 -0.66 -2.69
11 H 2.02 0.07 -0.35
12 H 2.36 -2.09 -1.23
13 H 1.13 -2.65 -0.41
14 H -0.49 -1.40 0.59
15 H 0.60 -0.40 1.57
16 H -0.26 1.74 2.19
17 H -0.73 2.73 0.77
18 H 0.88 1.92 0.88
19 H -2.43 -0.54 0.58
20 H -2.30 0.74 1.85
21 H -2.74 1.14 0.18

***

<2>
DFT (ωB97M-V/def2-TZVPD) results for an isolated molecule of C5H14N2.

Summary:
2S+1 = 1
HOMO-LUMO gap = 9.1 eV
HOMO level = -8.0 eV
SMILES = CCN(C)CCN

Atoms and positions in Å:
1 C 0.83 -2.43 -0.97
2 C -0.12 -1.53 -0.27
3 N 0.18 -0.13 -0.11
4 C 1.56 0.27 -0.49
5 C -0.37 0.47 1.13
6 C -0.86 1.96 0.90
7 N -2.17 1.86 0.13
8 H 1.11 -2.14 -2.00
9 H 0.31 -3.34 -0.96
10 H 1.76 -2.54 -0.32
11 H -1.19 -1.55 -0.77
12 H -0.35 -2.10 0.69
13 H 2.38 0.52 0.19
14 H 1.92 -0.28 -1.31
15 H 1.49 1.27 -0.99
16 H 0.28 0.21 2.02
17 H -1.25 -0.08 1.48
18 H -0.03 2.44 0.25
19 H -0.91 2.57 1.85
20 H -2.61 2.70 0.34
21 H -1.96 1.86 -0.76

***

<3>
DFT (ωB97M-V/def2-TZVPD) results for a structure of composition C5H14N2.

Summary:
2S+1 = 1
HOMO-LUMO gap = 7.8 eV
HOMO level = -7.0 eV

Atoms and positions in Å:
1 C -0.04 0.52 0.38
2 C 0.37 -0.56 -0.46
3 C 0.51 0.66 1.78
4 C -0.83 -1.76 0.58
5 C -0.13 -0.75 -1.87
6 N -1.21 1.18 0.16
7 N 1.51 1.31 -0.93
8 H 1.32 -1.00 -0.21
9 H -1.56 1.24 -0.79
10 H -1.48 1.92 0.79
11 H 1.14 2.27 -0.95
12 H 2.30 1.34 -0.29
13 H 1.30 -0.06 1.96
14 H -0.28 0.50 2.52
15 H 0.90 1.66 1.90
16 H 0.50 -0.18 -2.55
17 H -1.84 -1.56 0.24
18 H -0.47 -2.72 0.21
19 H -0.75 -1.74 1.66
20 H -1.17 -0.44 -1.99
21 H -0.09 -1.81 -2.13

***

We find <1> to be the most stable, with the next structure 35.0 kcal/mol higher.

***

<1>
DFT (ωB97M-V/def2-TZVPD) results for a structure of composition ClH2NO2Si.

Summary:
2S+1 = 1
HOMO-LUMO gap = 7.4 eV
HOMO level = -8.6 eV

Atoms and positions in Å:
1 N -2.01 -0.93 -0.47
2 O -0.84 -0.93 0.12
3 O -2.38 -0.03 -1.16
4 Si 1.19 0.24 0.45
5 Cl 1.07 1.24 -1.23
6 H 0.51 0.94 1.55
7 H 2.47 -0.54 0.74

***

<2>
DFT (ωB97M-V/def2-TZVPD) results for a cluster of 2 separate species, ClH2NO2Si in total.

Summary:
2S+1 = 1
HOMO-LUMO gap = 9.6 eV
HOMO level = -10.2 eV
SMILES = O=[SiH2].O=NCl

Atoms and positions in Å:
1 O -0.48 -0.45 1.90
2 Si -0.19 -0.26 0.46
3 H 0.40 0.89 -0.08
4 H -0.29 -1.44 -0.55
5 O 1.98 0.35 3.21
6 N 1.18 0.38 4.05
7 Cl 0.03 1.73 3.94

***

We find <1> to be the most stable, with the next structure 2.9 kcal/mol higher.